No. 1
{
  "formula": "H21O11",
  "method": "ωB97M-V with the def2-TZVPD basis set",
  "total_energy_ev": -22864.6079,
  "charge": -1,
  "de_lowest_ev": 2.3263,
  "lumo_ev": 2.102,
  "homo_lumo_gap_ev": 7.77,
  "max_force_ev_per_a": 1.84,
  "elements": ["O", "H", "H", "O", "H", "H", "O", "H", "H", "O", "H", "H", "O", "H", "H", "O", "H", "H", "O", "H", "O", "H", "H", "O", "H", "H", "O", "H", "H", "O", "H", "H"],
  "xyz": [[0.685639, -2.417072, 2.286971], [0.375171, -3.186330, 1.804927], [0.101423, -1.706064, 2.044031], [2.461083, 0.925326, 0.546963], [2.803551, 1.830607, 0.556343], [1.632178, 1.207907, 0.094036], [1.392083, -2.096033, -2.204598], [1.492352, 1.298822, 3.037550], [-2.526223, -2.976292, -1.871930], [0.260168, 1.207631, -1.334853], [0.932675, 0.730508, -1.824670], [-0.998006, 2.529775, -0.722143], [-1.217200, 2.989144, -3.531276], [3.161252, 0.115632, 2.431515], [-2.314922, 0.044714, -1.684772], [-1.925335, -3.718170, -1.977046], [-1.767557, -4.118053, -1.123200], [-0.813577, 0.323513, -1.518580], [-1.510542, -0.381411, -2.006560], [1.246791, -1.468767, -2.914754], [1.465590, 2.149024, 2.593294], [0.681975, -1.966184, -1.568328], [0.640673, 2.172689, 2.103926], [-1.919527, -1.183006, 1.796676], [-2.709193, -0.644036, 1.965128], [-1.507175, -0.843877, 2.609888], [3.369013, -0.496686, 3.156006], [-0.325945, 2.732064, -3.255024], [2.505010, -0.907572, 3.287636], [-1.812907, 2.897357, -0.342560], [-1.719814, 2.599767, -2.806299], [-2.138701, 2.355075, 0.371703]],
  "forces_ev_per_a": [[0.5143, -0.2482, 0.5946], [-0.0542, 0.0646, -0.1150], [-0.2466, 0.1657, -0.5882], [-0.0368, 0.9134, -0.7940], [0.7117, -0.2905, 0.5376], [-0.5015, -1.2075, -0.3955], [0.4832, -0.3404, 0.1059], [0.0582, -0.0833, -0.0988], [0.2716, 0.2684, 0.2675], [0.0056, 0.6151, 0.8052], [0.1118, 0.0545, -0.0678], [0.2897, -0.6710, 0.2263], [0.2192, 0.0221, 0.1444], [0.3119, -0.0885, -0.3370], [-0.2805, -0.3176, -0.2921], [-0.0027, -0.4371, -0.5577], [-0.1444, 0.2104, 0.2714], [0.1625, -0.8039, -1.2033], [-0.0665, 0.7799, 1.1751], [-0.3597, 0.0951, 0.0768], [-0.2789, 0.7605, 0.8677], [-0.2469, 0.2670, -0.2622], [-0.0528, -0.1153, -0.1782], [-0.4684, 1.1251, 1.3811], [-0.4742, -0.3944, -1.0904], [0.7224, -0.6374, -0.1275], [-0.5886, 0.3901, 0.0651], [-0.0134, -0.0935, -0.0523], [0.2315, -0.4400, -0.0046], [-0.4091, 0.8793, -0.2835], [-0.2134, 0.0012, -0.0605], [0.3451, -0.4437, -0.0102]],
  "mulliken_charge": [-0.58, 0.27, 0.37, -0.59, 0.35, 0.29, -0.63, 0.29, 0.31, -0.98, 0.16, 0.35, -0.66, 0.33, 0.22, -0.61, 0.29, 0.31, -0.67, 0.30, -0.61, 0.32, 0.30, -0.58, 0.26, 0.27, -0.65, 0.34, 0.30, -0.64, 0.32, 0.25]
}

No. 2
{
  "formula": "C3H9NO2",
  "method": "ωB97M-V with the def2-TZVPD basis set",
  "total_energy_ev": -8839.3331,
  "charge": 0,
  "de_lowest_ev": 3.6221,
  "lumo_ev": 0.590,
  "smiles": "C=CO.NCO",
  "homo_lumo_gap_ev": 9.59,
  "max_force_ev_per_a": 5.28,
  "elements": ["C", "C", "O", "H", "H", "H", "H", "N", "C", "O", "H", "H", "H", "H", "H"],
  "xyz": [[-2.020319, -0.585724, -3.361954], [-0.860925, -1.183719, -3.163197], [-0.325612, -1.165521, -1.897163], [-2.209741, -0.392376, -4.387657], [-2.908374, -0.356689, -2.813131], [-0.018042, -1.242088, -3.788672], [-1.012966, -1.409446, -1.269604], [0.515226, 1.433572, 3.427723], [1.364119, 0.504944, 2.811157], [1.240146, 0.752616, 1.476537], [0.730947, 2.358114, 3.184670], [-0.475164, 1.369838, 3.453258], [2.518250, 0.737989, 2.971240], [1.136803, -0.458530, 3.180778], [0.418181, 0.248410, 1.124026]],
  "forces_ev_per_a": [[-0.5005, -0.7196, -2.3992], [-0.0329, 2.5920, 2.7388], [0.2517, -1.5788, 0.9293], [-0.2875, -0.0292, -1.0762], [0.2789, -0.0301, 1.2607], [0.2702, -0.4266, -1.5982], [-0.0054, 0.1791, 0.1550], [0.2630, 0.5962, 3.0512], [2.0232, 2.1305, 0.6744], [-1.7158, -2.6302, -4.2415], [0.4927, 1.2776, -0.3951], [-0.5921, -0.9659, -0.1995], [-2.4101, -0.4331, 0.4020], [-0.1424, -1.3809, -0.0122], [2.1070, 1.4188, 0.7104]],
  "mulliken_charge": [-0.73, 0.02, -0.45, 0.24, 0.28, 0.35, 0.29, -0.53, -0.14, -0.51, 0.22, 0.19, 0.21, 0.30, 0.26]
}